# 1
Below is 5 unconnected molecules or ions with the total composition C33H40Cl16FN2O8P2S, with properties calculated with wB97M-V/def2-TZVPD.

The HOMO energy is -4.434 eV. The calculation puts the LUMO energy at 1.220 eV.

ORCA input file:
```
! RIJCOSX wB97M-V def2-TZVPD def2/J DEFGRID3
* xyz -1 1
C 5.63 1.01 2.42
C 5.59 2.55 2.48
O 5.95 3.08 1.22
C 5.35 4.36 0.98
C 4.27 4.19 -0.11
C 2.90 3.90 0.57
C 1.76 4.12 -0.44
C 1.64 3.02 -1.51
C 1.37 1.59 -1.02
C 0.68 1.24 0.13
N 0.13 2.22 1.00
C 0.49 -0.10 0.43
C 0.94 -1.14 -0.36
C 1.62 -0.82 -1.54
C 2.05 -1.99 -2.42
C 3.42 -2.64 -2.07
C 4.56 -2.22 -3.05
C 3.86 -2.50 -0.60
C 1.83 0.53 -1.85
P 2.72 0.82 -3.44
P 1.15 1.59 -4.76
O -0.15 1.35 -4.10
O 1.27 3.21 -4.98
O 1.16 0.79 -6.16
N 0.70 -2.50 0.01
C -0.67 -2.77 0.27
C -1.38 -1.97 1.18
C -2.70 -2.16 1.49
C -3.37 -1.21 2.47
C -3.93 -0.02 1.63
C -5.18 0.60 2.29
O -6.34 -0.21 2.07
C -6.86 -0.04 0.82
C -7.12 -1.32 0.02
O -7.14 1.03 0.34
C -3.38 -3.20 0.88
C -2.71 -3.98 -0.03
F -3.44 -4.95 -0.60
C -1.37 -3.80 -0.34
C -0.69 -4.77 -1.36
O 0.56 -4.89 -1.31
O -1.40 -5.38 -2.18
S -0.42 -0.63 1.89
H 5.21 0.63 1.48
H 5.02 0.59 3.23
H 6.64 0.62 2.57
H 4.57 2.83 2.79
H 6.35 2.86 3.22
H 4.91 4.78 1.89
H 6.13 5.08 0.68
H 4.48 3.35 -0.78
H 4.21 5.15 -0.65
H 2.87 2.93 1.09
H 2.78 4.67 1.36
H 0.79 4.28 0.05
H 1.96 5.06 -0.97
H 0.87 3.25 -2.26
H 2.58 3.03 -2.06
H 0.87 2.76 1.45
H -0.40 1.81 1.76
H 1.29 -2.77 -2.28
H 2.02 -1.74 -3.49
H 3.30 -3.73 -2.24
H 4.62 -1.14 -3.16
H 4.37 -2.72 -4.01
H 5.49 -2.66 -2.66
H 4.77 -3.10 -0.49
H 4.04 -1.46 -0.30
H 3.13 -2.99 0.05
H 3.66 1.86 -3.22
H 0.38 3.56 -4.82
H 0.70 1.32 -6.83
H 1.28 -2.74 0.81
H -4.16 -1.74 3.02
H -2.67 -0.79 3.20
H -3.16 0.76 1.52
H -4.23 -0.38 0.63
H -5.01 0.70 3.37
H -5.34 1.62 1.92
H -6.71 -2.20 0.52
H -8.21 -1.46 -0.04
H -6.74 -1.22 -1.00
H -4.43 -3.35 1.12
C -3.58 -0.60 -3.28
Cl -1.97 -0.74 -2.59
Cl -4.30 0.95 -2.80
Cl -3.47 -0.67 -5.05
Cl -4.60 -1.92 -2.71
C -4.63 -2.44 -8.67
Cl -4.68 -3.46 -7.24
Cl -3.93 -0.87 -8.26
Cl -3.63 -3.21 -9.92
Cl -6.27 -2.20 -9.29
C -2.78 -1.71 6.79
Cl -1.91 -1.50 5.28
Cl -1.97 -0.81 8.08
Cl -4.44 -1.11 6.61
Cl -2.82 -3.43 7.21
C 0.64 2.06 9.83
Cl 2.27 2.00 10.50
Cl -0.14 3.58 10.30
Cl 0.72 1.97 8.07
Cl -0.31 0.70 10.45
*
```

Atomic partial charges in e from the Mulliken method, atoms 1 to 99:
1 C -1.119
2 C -0.094
3 O -0.401
4 C -0.727
5 C -0.315
6 C -0.352
7 C -1.672
8 C -1.444
9 C 1.544
10 C -0.025
11 N -0.392
12 C 0.562
13 C -1.588
14 C 0.376
15 C -1.202
16 C 0.687
17 C -1.334
18 C -1.581
19 C 1.127
20 P -0.331
21 P 0.765
22 O -0.405
23 O -0.552
24 O -0.493
25 N 0.691
26 C -1.049
27 C 0.494
28 C 0.670
29 C -0.948
30 C 0.232
31 C -0.917
32 O -0.364
33 C 0.732
34 C -0.665
35 O -0.575
36 C -0.324
37 C -0.234
38 F -0.381
39 C 0.565
40 C 0.342
41 O -0.696
42 O -0.774
43 S -0.485
44 H 0.167
45 H 0.351
46 H 0.353
47 H 0.252
48 H 0.293
49 H 0.366
50 H 0.382
51 H 0.133
52 H 0.310
53 H 0.165
54 H 0.406
55 H 0.537
56 H 0.535
57 H 0.451
58 H 0.123
59 H 0.080
60 H 0.217
61 H -0.221
62 H 0.846
63 H 0.359
64 H 0.178
65 H 0.321
66 H 0.422
67 H 0.558
68 H 0.278
69 H 0.191
70 H 0.025
71 H 0.348
72 H 0.325
73 H 0.313
74 H 0.602
75 H -0.096
76 H 0.170
77 H 0.085
78 H 0.369
79 H 0.408
80 H 0.219
81 H 0.367
82 H 0.084
83 H 0.457
84 C 0.053
85 Cl 0.126
86 Cl -0.136
87 Cl 0.000
88 Cl -0.101
89 C 0.361
90 Cl -0.061
91 Cl -0.098
92 Cl -0.104
93 Cl -0.107
94 C 0.202
95 Cl 0.038
96 Cl -0.028
97 Cl -0.110
98 Cl -0.110
99 C 0.359



# 2
Below is a molecular structure, C33H40F3N3OSi2Sn, with properties calculated with wB97M-V/def2-TZVPD.

The HOMO energy is -0.381 eV. The relative energy (zero: lowest compared OMol25 entry of this formula, charge and spin) comes out at 0.3373 eV. The calculation puts the LUMO energy at 4.674 eV.

ORCA input file:
```
! RIJCOSX wB97M-V def2-TZVPD def2/J DEFGRID3
* xyz -2 1
Sn 0.80 0.00 -0.13
C -0.40 -3.08 4.88
C 0.47 -2.59 3.71
C -0.16 -3.00 2.38
C 0.68 -1.10 3.74
C -0.40 -0.23 3.79
C -0.23 1.15 3.74
C 1.04 1.69 3.63
C 1.23 3.18 3.50
C 2.13 0.83 3.59
C 1.95 -0.55 3.65
H -0.40 -4.18 4.91
H -1.43 -2.75 4.75
H -0.04 -2.71 5.84
H 1.45 -3.07 3.79
H -1.11 -2.48 2.23
H -0.34 -4.08 2.35
H 0.50 -2.73 1.56
H -1.41 -0.63 3.82
H -1.10 1.80 3.75
H 1.15 3.46 2.44
H 2.21 3.50 3.84
H 0.46 3.73 4.04
H 3.13 1.23 3.46
H 2.81 -1.20 3.59
O 3.67 3.55 -1.42
C 3.09 2.47 -1.18
N 1.88 2.28 -0.68
C 1.06 3.45 -0.59
C -0.15 3.34 -1.49
C -0.84 4.50 -1.86
C -1.93 4.40 -2.71
C -2.28 3.14 -3.18
C -1.53 2.05 -2.77
N -0.50 2.14 -1.93
C 3.83 1.20 -1.55
C 5.22 1.22 -1.64
C 5.87 0.12 -2.18
C 5.11 -0.94 -2.65
C 3.74 -0.88 -2.49
N 3.11 0.16 -1.95
H 1.63 4.35 -0.88
H 0.72 3.61 0.45
H -0.51 5.46 -1.48
H -2.48 5.28 -3.01
H -3.12 3.00 -3.85
H -1.79 1.05 -3.10
H 5.75 2.09 -1.28
H 6.95 0.09 -2.24
H 5.57 -1.80 -3.11
H 3.11 -1.71 -2.80
C -0.03 -3.33 -1.85
Si -0.45 -1.46 -2.05
C -0.20 -1.18 -3.96
C -2.39 -1.48 -2.01
C -3.09 -2.29 -2.92
C -4.47 -2.30 -2.98
C -5.20 -1.45 -2.14
C -4.52 -0.66 -1.23
C -3.12 -0.67 -1.12
Si -2.22 0.22 0.36
C -3.11 1.95 0.52
C -3.29 -0.65 1.76
H -0.21 -3.92 -2.76
H -0.62 -3.76 -1.04
H 1.02 -3.45 -1.57
H -0.42 -2.08 -4.55
H 0.83 -0.88 -4.17
H -0.86 -0.38 -4.32
H -2.53 -2.94 -3.59
H -4.99 -2.96 -3.67
H -6.28 -1.44 -2.19
H -5.10 -0.01 -0.58
H -4.20 1.91 0.42
H -2.74 2.67 -0.22
H -2.88 2.36 1.51
H -4.35 -0.65 1.51
H -3.18 -0.13 2.71
H -3.00 -1.69 1.91
F 4.13 -1.30 0.90
C 2.96 -2.03 0.61
F 2.90 -2.88 1.74
F 3.43 -2.95 -0.35
*
```

Population analysis type Mulliken, resulting atomic charges in e:
1 Sn 0.750
2 C -1.715
3 C 0.290
4 C -0.083
5 C 0.324
6 C 0.388
7 C -0.864
8 C 1.309
9 C -1.235
10 C -0.772
11 C -0.237
12 H 0.466
13 H 0.261
14 H 0.413
15 H 0.405
16 H -0.529
17 H 0.527
18 H -0.275
19 H 0.117
20 H 0.166
21 H -0.029
22 H 0.419
23 H 0.402
24 H 0.225
25 H 0.264
26 O -0.860
27 C -0.260
28 N 0.390
29 C -0.790
30 C 0.770
31 C -0.927
32 C -0.440
33 C -1.164
34 C -0.190
35 N 0.462
36 C 0.507
37 C -0.625
38 C -0.319
39 C -0.673
40 C -0.260
41 N 0.143
42 H 0.459
43 H -0.488
44 H 0.392
45 H 0.373
46 H 0.416
47 H 0.217
48 H 0.415
49 H 0.366
50 H 0.379
51 H 0.206
52 C -1.365
53 Si 0.908
54 C -1.448
55 C -0.010
56 C -0.158
57 C -0.680
58 C -0.758
59 C -0.556
60 C 0.850
61 Si 0.447
62 C -1.298
63 C -1.706
64 H 0.421
65 H 0.310
66 H 0.210
67 H 0.433
68 H 0.254
69 H 0.354
70 H 0.163
71 H 0.346
72 H 0.348
73 H 0.201
74 H 0.387
75 H 0.208
76 H 0.227
77 H 0.622
78 H 0.323
79 H 0.360
80 F -0.286
81 C -0.057
82 F -0.214
83 F -0.323



Kohn-Sham gap list, top to bottom, in eV: 5.65 5.06
Molecular weight list, top to bottom, in g mol⁻¹: 1272.9 726.6